57
Properties=species:S:1:pos:R:3 method="wB97M-V/def2-TZVPD" total_charge=+3 lumo_energy_ev=-12.3940 orbital_gap_ev=3.1 homo_energy_ha=-0.56855 e_above_lowest_kj_mol=10.1
Pt 0.9642 -1.0528 0.3605
C 2.9566 1.0164 -1.1008
C 3.1019 -0.3537 -1.6696
C 4.0576 -0.5910 -2.6585
C 4.2149 -1.8414 -3.2043
C 3.4337 -2.8914 -2.7119
C 3.5440 -4.2606 -3.2014
Br 4.7025 -4.6672 -4.5346
C 2.7768 -5.3211 -2.6822
C 1.9238 -5.1083 -1.6426
Br 0.9583 -6.4463 -0.8829
C 1.7857 -3.7326 -1.0384
O 1.1878 -3.5692 -0.0044
C 2.5196 -2.6077 -1.6995
N 2.3094 -1.3702 -1.2207
H 3.7159 1.6778 -1.5096
H 3.0566 0.9993 -0.0132
H 1.9793 1.4290 -1.3407
H 4.6701 0.2329 -2.9972
H 4.9510 -2.0083 -3.9789
H 2.8992 -6.3115 -3.1008
S -2.3295 3.8376 -2.4886
C -1.4385 2.5197 -1.6990
C -1.0216 2.6062 -0.3717
C -0.2997 1.5801 0.1963
N 0.0332 0.4837 -0.5127
C -0.3554 0.3820 -1.7987
C -1.0862 1.3730 -2.4123
C -3.8499 3.6756 -1.5489
C -4.0436 4.4091 -0.3883
C -5.2439 4.2398 0.2910
N -6.2063 3.4200 -0.1173
C -6.0164 2.7501 -1.2485
C -4.8555 2.8399 -2.0070
H -1.2516 3.4806 0.2210
H 0.0655 1.6320 1.2120
H -0.0709 -0.5153 -2.3285
H -1.3834 1.2564 -3.4454
H -3.3038 5.1139 -0.0338
H -5.4403 4.7981 1.1990
H -6.8302 2.1112 -1.5711
H -4.7537 2.2895 -2.9322
C 1.1402 0.1308 6.2601
C 0.3209 0.9184 5.2318
C -0.0730 0.0698 4.0708
N 0.4730 0.1066 2.9096
N -0.0677 -0.8291 2.0492
C -1.0518 -1.5494 2.5738
N -1.7411 -2.4752 1.9082
S -1.3408 -1.1325 4.2129
H 1.4152 0.7864 7.0832
H 2.0543 -0.2611 5.8157
H 0.5705 -0.7007 6.6763
H 0.8917 1.7595 4.8391
H -0.5815 1.3183 5.6985
H -1.5426 -2.6676 0.9406
H -2.4945 -2.9792 2.3465

***

53
Properties=species:S:1:pos:R:3 method="wB97M-V/def2-TZVPD" total_charge=+3 lumo_energy_ev="-13.6079 / -13.6054" orbital_gap_ev="2.4 / 2.4" homo_energy_ha="-0.58859 / -0.58859"
Pt 1.6727 1.7123 1.1228
Cl 3.9908 1.8169 1.1220
C 4.4758 3.4647 1.1373
C 5.8221 3.7688 1.1368
C 6.2137 5.1117 1.1393
C 5.2668 6.1178 1.1408
C 3.9025 5.8184 1.1480
Cl 2.7622 7.0755 1.1526
C 3.4747 4.4542 1.1500
S 1.7913 4.0935 1.1758
H 6.5658 2.9854 1.1350
H 7.2655 5.3567 1.1388
H 5.5720 7.1532 1.1378
S -0.5938 1.6670 1.1752
C -1.0345 -0.0381 1.2182
N -2.3239 -0.3718 1.4805
C -2.5813 -1.7744 1.7228
C -1.8155 -2.6150 0.6984
N -0.4064 -2.3292 0.8353
C 0.5706 -3.3808 0.7717
C 1.0671 -3.7520 -0.6153
C 0.1776 -4.0859 -1.6420
C 0.6462 -4.3506 -2.9150
C 2.0211 -4.3734 -3.1419
C 2.9129 -4.0296 -2.1277
C 2.4425 -3.7619 -0.8549
C -0.0611 -1.0296 1.0227
S 1.6393 -0.6319 1.0175
C -3.4081 0.5794 1.4966
C -3.9790 0.8102 0.1031
C -4.5676 -0.2279 -0.6221
C -5.1128 0.0144 -1.8729
C -5.0707 1.2973 -2.4165
C -4.4988 2.3375 -1.6889
C -3.9419 2.0930 -0.4448
H -3.6502 -1.9750 1.6687
H -2.2396 -2.0435 2.7315
H -2.1614 -2.3555 -0.3108
H -1.9927 -3.6758 0.8745
H 0.1238 -4.2860 1.2047
H 1.4294 -3.0974 1.3884
H -0.8804 -4.1590 -1.4521
H -0.0423 -4.5933 -3.7072
H 2.3976 -4.7359 -4.0918
H 3.9720 -3.9790 -2.3280
H 3.1358 -3.5329 -0.0633
H -3.0566 1.5340 1.8973
H -4.1941 0.2072 2.1601
H -4.6393 -1.2233 -0.2129
H -5.5688 -0.7909 -2.4258
H -5.4823 1.4808 -3.3987
H -4.4942 3.3388 -2.0910
H -3.5162 2.9094 0.1185

***

53
Properties=species:S:1:pos:R:3 method="wB97M-V/def2-TZVPD" smiles="COc1ccc(N(Cc2cc3cccc(C)c3[nH]c2=O)S(=O)(=O)c2ccc(Cl)cc2)cc1" lumo_energy_ev=0.3235 orbital_gap_ev=8.4 homo_energy_ha=-0.29591 e_above_lowest_kj_mol=0.0
C -6.6708 -0.9209 -1.0104
H -6.2302 -1.2055 -1.9715
O -5.9084 0.0698 -0.3654
C -4.6192 -0.2184 -0.0293
C -3.9098 0.8069 0.6001
C -2.5957 0.6305 0.9693
C -1.9592 -0.5880 0.7357
C -2.6652 -1.6115 0.1188
C -3.9820 -1.4295 -0.2706
H -4.4971 -2.2445 -0.7536
H -2.1758 -2.5563 -0.0557
N -0.6024 -0.7600 1.0467
S 0.3394 -1.5158 -0.1024
O 1.6887 -1.0518 0.0503
O 0.1518 -2.9410 -0.0832
C -0.3649 -0.8596 -1.6149
C -0.7638 -1.7332 -2.6079
C -1.3185 -1.2359 -3.7744
C -1.4617 0.1367 -3.9190
C -1.0500 1.0139 -2.9249
C -0.4927 0.5088 -1.7633
H -0.1720 1.1651 -0.9684
H -1.1697 2.0773 -3.0588
Cl -2.1682 0.7631 -5.3609
H -1.6396 -1.9001 -4.5613
H -0.6406 -2.7929 -2.4499
C -0.0953 -0.4877 2.3749
C 1.2675 0.1383 2.3415
C 2.3099 -0.3528 3.0451
C 3.6140 0.2220 2.9698
C 4.7048 -0.2759 3.6922
C 5.9449 0.2976 3.5511
C 6.1231 1.3741 2.6846
C 5.0745 1.8953 1.9533
C 3.8039 1.3132 2.1026
N 2.7174 1.7965 1.4255
C 1.4402 1.3038 1.4833
O 0.5493 1.8589 0.8550
H 2.8527 2.5701 0.7864
C 5.2788 3.0524 1.0201
H 4.6681 3.9056 1.3172
H 5.0142 2.7761 -0.0007
H 6.3201 3.3627 1.0283
H 7.1056 1.8111 2.5811
H 6.7883 -0.0838 4.1062
H 4.5554 -1.1148 4.3549
H 2.1781 -1.2234 3.6730
H -0.0548 -1.4193 2.9579
H -0.8005 0.1954 2.8597
H -2.0414 1.4423 1.4132
H -4.4136 1.7444 0.7741
H -7.6491 -0.4742 -1.1816
H -6.7854 -1.8120 -0.3848

***

50
Properties=species:S:1:pos:R:3 method="wB97M-V/def2-TZVPD" smiles=CN(C)Cc1ccc(-n2cc(-c3ccc4cc[nH]c4c3)c3c(Cl)ccnc32)cc1 lumo_energy_ev=0.5456 orbital_gap_ev=8.1 homo_energy_ha=-0.27725 e_above_lowest_kj_mol=330.9
Cl -4.8130 1.6650 0.4682
N -2.2636 -1.6728 -1.4875
C -1.3864 1.6750 -0.1479
C -1.7835 7.0127 1.5346
C -2.8358 7.4507 0.8378
C -0.2468 1.1873 -0.6108
C -3.5538 -1.8011 -1.0954
C -1.6576 -0.4941 -1.0865
C -4.4347 -0.7947 -0.6341
C -0.4871 3.6264 0.9788
C -0.4112 4.9805 1.3779
C -2.4746 3.9767 -0.2133
C 1.9859 -0.5031 -0.3437
C 0.7058 -2.1913 -1.6649
C 2.9400 -1.5269 -0.1159
C 1.7205 -3.1583 -1.3482
C -3.8129 0.4071 -0.2547
C -1.5119 3.0842 0.2252
C -2.4221 0.5927 -0.4237
C -1.5269 5.7015 1.0576
C -2.5239 5.3377 0.1304
C 0.8523 -0.8698 -1.0961
C 2.8462 -2.8804 -0.6705
N -3.2368 6.4953 -0.0069
N -0.2564 -0.0567 -1.1727
N 3.3338 -5.0604 0.3236
C 3.6676 -6.4529 -0.0659
C 2.9553 -4.8510 1.7181
C 3.9726 -3.9362 -0.3175
H -1.1842 7.6748 2.1202
H -3.1920 8.5365 1.0443
H 0.6819 1.7605 -0.4768
H -4.0300 -2.7163 -1.1315
H -5.4043 -1.0049 -0.2534
H 0.3891 3.0569 1.3326
H 0.4384 5.4288 1.8953
H -3.3505 3.7594 -0.8215
H 2.0103 0.4393 0.1020
H -0.0970 -2.6227 -2.2486
H 3.7909 -1.2073 0.4719
H 1.5586 -4.1402 -1.7127
H -4.0414 6.5480 -0.6101
H 3.7312 -6.5230 -1.1550
H 2.8326 -7.1192 0.3816
H 4.7089 -6.7225 0.1314
H 3.8252 -5.1378 2.3332
H 2.7383 -3.8502 1.9580
H 2.1156 -5.5587 1.9040
H 4.3399 -4.0893 -1.4527
H 4.7977 -3.4555 0.2920

***

62
Properties=species:S:1:pos:R:3 method="wB97M-V/def2-TZVPD" total_charge=+2 lumo_energy_ev=-8.5566 orbital_gap_ev=6.0 homo_energy_ha=-0.53340 e_above_lowest_kj_mol=0.0
V -1.6807 -0.2799 -0.2338
C 1.8977 0.4241 2.2283
C 0.5655 0.0854 1.6761
N 0.1738 0.3345 0.4755
N 0.9702 0.9893 -0.4183
C 0.3312 1.1214 -1.5278
O -0.9206 0.5851 -1.5853
C 0.8318 1.7804 -2.7178
C 0.1840 1.5967 -3.9423
C 0.6878 2.2057 -5.0776
C 1.8246 2.9991 -4.9897
C 2.4694 3.1830 -3.7702
C 1.9812 2.5727 -2.6318
C -0.4895 -0.5590 2.4645
C -0.3561 -0.9380 3.7826
C -1.4286 -1.5572 4.4120
C -2.5975 -1.7691 3.7025
C -2.6724 -1.3561 2.3834
N -1.6386 -0.7599 1.7808
H 2.5294 0.8713 1.4686
H 2.3735 -0.4783 2.6174
H 1.7821 1.1227 3.0605
H -0.6790 0.9480 -4.0169
H 0.2051 2.0496 -6.0322
H 2.2169 3.4732 -5.8794
H 3.3548 3.8007 -3.7134
H 2.4734 2.7056 -1.6781
H 0.5723 -0.7604 4.3061
H -1.3475 -1.8711 5.4438
H -3.4535 -2.2496 4.1541
H -3.5691 -1.5025 1.7994
S -2.2098 1.8742 0.8668
C -3.0589 2.8677 -0.2614
N -3.8024 3.8831 0.1508
C -4.2637 4.7109 -0.9737
C -3.9681 3.7950 -2.1754
N -3.0581 2.8013 -1.5827
H -3.9077 4.1276 1.1217
H -3.6962 5.6402 -1.0103
H -5.3209 4.9400 -0.8746
H -3.4805 4.3227 -2.9904
H -4.8641 3.3019 -2.5508
H -2.5580 2.1008 -2.1030
O 0.2939 -2.9562 0.9205
C 0.0351 -2.7228 -0.2166
O -1.0212 -1.8580 -0.5221
C 0.7183 -3.2116 -1.4281
C 0.4530 -2.6476 -2.6704
C 1.1719 -3.0868 -3.7607
C 2.1257 -4.0821 -3.6717
C 2.3530 -4.6246 -2.4194
C 1.6805 -4.2096 -1.2904
N 3.3786 -5.6898 -2.2822
O 3.5575 -6.1273 -1.1685
O 3.9475 -6.0281 -3.2916
N 0.9136 -2.4441 -5.0696
O 1.5182 -2.8650 -6.0216
O 0.0981 -1.5401 -5.0818
H -0.2882 -1.8759 -2.8104
H 2.6764 -4.4221 -4.5377
H 1.9027 -4.6564 -0.3313
Cl -3.7337 -0.4366 -0.7833

***

50
Properties=species:S:1:pos:R:3 method="wB97M-V/def2-TZVPD" s2=2.00 lumo_energy_ev="0.0657 / 0.0807" orbital_gap_ev="7.1 / 7.1" homo_energy_ha="-0.25772 / -0.25773" spin_multiplicity=3
C 4.4396 -0.2085 1.8341
C 3.4635 0.2203 0.8649
C 2.6353 1.2087 1.4862
H 3.4418 -0.0404 -0.1893
C 3.0523 1.3468 2.8433
C 4.1548 0.4597 3.0710
H 4.7570 0.3966 3.9775
H 5.3174 -0.8205 1.6285
H 1.9058 1.8225 0.9673
H 2.6672 2.0768 3.5550
Tm 2.3302 -1.0759 2.6641
Cl 0.1094 -0.2813 3.4388
P -0.7720 0.0770 -0.2827
C -1.0698 1.8408 -0.2865
C -1.2327 2.5640 -1.4854
H -1.1436 2.0549 -2.4482
C -1.4911 3.9352 -1.4335
H -1.6155 4.4923 -2.3591
C -1.5694 4.6033 -0.2072
H -1.7634 5.6791 -0.1766
C -1.3710 3.8932 0.9864
H -1.4107 4.4204 1.9445
C -1.1067 2.5283 0.9535
H -0.9183 1.9826 1.8792
C -0.0443 -0.4955 -1.8246
C 1.0782 0.1850 -2.3593
H 1.4565 1.0854 -1.8716
C 1.7098 -0.2946 -3.5046
H 2.5720 0.2377 -3.9090
C 1.2652 -1.4699 -4.1241
H 1.7755 -1.8508 -5.0139
C 0.1905 -2.1777 -3.5681
H -0.1180 -3.1193 -4.0171
C -0.4616 -1.7055 -2.4309
H -1.2887 -2.2719 -1.9973
C -2.2689 -0.8200 0.1316
C -3.5187 -0.3542 -0.3199
H -3.5785 0.5762 -0.8978
C -4.6702 -1.0854 -0.0223
H -5.6328 -0.7355 -0.3834
C -4.6077 -2.2520 0.7428
H -5.5165 -2.8172 0.9694
C -3.3667 -2.6835 1.2339
H -3.3163 -3.5893 1.8513
C -2.2059 -1.9708 0.9473
H -1.2520 -2.2865 1.3660
O 1.6622 -2.3226 0.9258
C 2.2647 -3.3658 1.4180
O 2.9592 -3.2604 2.5130
H 2.1029 -4.3319 0.9192

***

49
Properties=species:S:1:pos:R:3 method="wB97M-V/def2-TZVPD" total_charge=+1 lumo_energy_ev=-3.1662 orbital_gap_ev=8.4 homo_energy_ha=-0.42352 e_above_lowest_kj_mol=54.4
F -4.2706 3.3731 -1.4497
C -4.2731 1.9824 -1.3825
C -5.4741 1.3156 -1.6283
C -5.4373 -0.0837 -1.5561
C -4.2696 -0.7614 -1.2551
C -3.0486 -0.0940 -1.0199
C -1.9662 -0.9997 -0.9984
C -0.6343 -0.8571 -1.1275
C 0.0397 0.4568 -0.7909
C 1.3694 1.0366 -1.4444
C 2.5237 1.0841 -0.6681
C 3.6927 1.6809 -1.1903
F 4.8296 1.5842 -0.4121
C 3.7810 2.3262 -2.4094
C 2.5820 2.3771 -3.1188
C 1.3965 1.8016 -2.6522
C -3.0893 1.3417 -1.0334
H -6.3844 1.8724 -1.8666
H -6.3632 -0.6544 -1.7067
H -4.2570 -1.8412 -1.2272
H -2.2328 -2.0436 -0.9451
H 0.0543 -1.6947 -0.9280
H -0.6797 1.2905 -1.0812
H 2.5492 0.6943 0.3323
H 4.6952 2.7680 -2.7168
H 2.6225 2.8446 -4.1075
H 0.4781 1.9797 -3.2023
H -2.2723 2.0225 -0.7805
C 3.9432 -3.3042 1.2223
C 2.7493 -2.5510 1.7034
C 2.1176 -1.6560 0.8426
C 0.9680 -0.9953 1.2447
C 0.5618 -1.2110 2.5738
C 1.2551 -2.0148 3.5024
C 2.3263 -2.7346 3.0397
N -0.3320 -0.2050 2.8243
C -0.6316 0.5118 1.7463
C -1.7168 1.5109 1.9070
N 0.1272 0.0970 0.7240
H 4.3778 -3.9493 2.0117
H 3.7213 -3.9939 0.3863
H 4.7959 -2.7006 0.8506
H 2.5930 -1.3794 -0.0813
H 0.9128 -2.0170 4.5505
H 2.8569 -3.4602 3.6477
H -0.6808 0.0665 3.7614
H -1.5603 2.3677 1.2634
H -2.6858 1.0408 1.6990
H -1.6604 1.7750 2.9470

***

49
Properties=species:S:1:pos:R:3 method="wB97M-V/def2-TZVPD" total_charge=+1 lumo_energy_ev="-4.0503 / -4.1716" orbital_gap_ev="6.4 / 6.3" homo_energy_ha="-0.38438 / -0.38477" e_above_lowest_kj_mol=96.1
Ir -0.1764 0.2174 0.2854
N 1.5338 -1.3532 0.0104
C 1.2822 -2.7785 -0.1042
C 2.3455 -3.5876 -0.4874
C 2.2028 -4.9594 -0.5782
C 0.9678 -5.5312 -0.3133
C -0.0919 -4.7263 0.0588
C 0.0445 -3.3411 0.1935
C -1.1449 -2.5726 0.6186
C -1.9884 -3.1126 1.5918
C -3.1937 -2.5102 1.9131
C -3.6161 -1.3765 1.2311
C -2.7756 -0.7970 0.2952
C -1.5072 -1.3404 0.0531
H 2.1434 -1.0758 -0.7505
H 2.0354 -1.1733 0.8770
H 3.3039 -3.1289 -0.7048
H 3.0526 -5.5710 -0.8485
H 0.8355 -6.6010 -0.3991
H -1.0613 -5.1738 0.2323
H -1.6740 -4.0068 2.1139
H -3.8230 -2.9405 2.6811
H -4.5882 -0.9450 1.4279
H -3.1168 0.0704 -0.2605
C -0.0568 0.2045 2.2778
C -0.0380 0.1030 3.4846
C -0.0059 0.0392 4.9079
C 0.8759 0.8562 5.6244
C 0.8775 0.8266 7.0072
C 0.0067 -0.0146 7.6866
C -0.8595 -0.8385 6.9813
C -0.8685 -0.8186 5.5980
H 1.5463 1.5073 5.0798
H 1.5557 1.4628 7.5602
H 0.0037 -0.0272 8.7684
H -1.5317 -1.4957 7.5170
H -1.5377 -1.4550 5.0342
C -1.4418 5.5080 -0.6907
N -0.5771 4.3624 -0.4617
C 0.6394 4.3815 0.1725
C 1.0764 3.0954 0.2104
N 0.1393 2.2875 -0.3968
C -0.8463 3.0893 -0.7787
H -0.9094 6.4133 -0.4162
H -2.3430 5.4306 -0.0848
H -1.7282 5.5733 -1.7383
H 1.0885 5.2894 0.5341
H 1.9908 2.6996 0.6155
H -1.7339 2.7815 -1.3068

***

52
Properties=species:S:1:pos:R:3 method="wB97M-V/def2-TZVPD" s2=0.77 total_charge=+3 lumo_energy_ev="-11.9557 / -12.1446" orbital_gap_ev="5.6 / 5.5" homo_energy_ha="-0.64621 / -0.64662" spin_multiplicity=2 e_above_lowest_kj_mol=0.0
Re -0.0790 -0.0514 -0.4473
O 0.7503 0.3701 1.1745
N 0.5743 -0.3291 2.3192
N -0.1693 -1.3151 2.0986
O -0.6796 -1.4720 0.8911
C -0.4946 -2.2587 3.1196
C 0.2546 -2.2452 4.2982
C -0.0953 -3.1381 5.2894
C -1.1622 -4.0136 5.0988
C -1.8910 -4.0079 3.9124
C -1.5646 -3.1249 2.9027
H 1.0867 -1.5682 4.4290
H 0.4663 -3.1576 6.2128
H -1.4288 -4.7080 5.8844
H -2.7198 -4.6892 3.7816
H -2.1364 -3.0910 1.9876
N 0.0482 1.9992 -1.1595
C 1.0884 2.4112 -2.1313
C 1.1214 3.6951 -2.6281
C 2.1507 4.0385 -3.5040
C 3.1239 3.1159 -3.8664
C 3.0821 1.8235 -3.3662
C 2.0463 1.4708 -2.5014
P 1.8114 -0.1444 -1.8254
C 0.3423 -0.9193 -2.5209
C -0.1053 -2.0806 -1.8243
C -1.4004 -2.5828 -2.0484
C -2.2556 -1.9344 -2.9142
C -1.8392 -0.7733 -3.5779
C -0.5702 -0.2547 -3.3762
C 3.1997 -1.2010 -1.6269
C 3.3574 -2.3226 -2.4525
C 4.5002 -3.0901 -2.3205
C 5.4660 -2.7432 -1.3808
C 5.3057 -1.6261 -0.5655
C 4.1724 -0.8441 -0.6819
H 0.2000 2.5448 -0.3032
H -0.8599 2.3284 -1.4974
H 0.3834 4.4337 -2.3377
H 2.1950 5.0465 -3.8951
H 3.9175 3.4069 -4.5411
H 3.8383 1.0994 -3.6433
H 0.5945 -2.6590 -1.2314
H -1.7097 -3.4923 -1.5498
H -3.2496 -2.3252 -3.0910
H -2.5112 -0.2817 -4.2706
H -0.2647 0.6563 -3.8787
H 2.6154 -2.5798 -3.1984
H 4.6453 -3.9530 -2.9559
H 6.3591 -3.3470 -1.2869
H 6.0685 -1.3660 0.1554
H 4.0515 0.0324 -0.0551

***

Number 1: largest force on an atom 0.909 eV/A, E_tot -201191.562 eV. Number 2: largest force on an atom 4.853 eV/A, E_tot -88978.039 eV. Number 3: largest force on an atom 1.194 eV/A, E_tot -59757.063 eV. Number 4: largest force on an atom 5.068 eV/A, E_tot -43708.148 eV. Number 5: largest force on an atom 0.153 eV/A, E_tot -99019.903 eV. Number 6: largest force on an atom 2.867 eV/A, E_tot -80667.651 eV. Number 7: largest force on an atom 3.324 eV/A, E_tot -33636.334 eV. Number 8: largest force on an atom 2.315 eV/A, E_tot -32528.254 eV. Number 9: largest force on an atom 0.502 eV/A, E_tot -45181.244 eV.